No. 1
A cluster of 12 separate species, C32H59N12O15 in total, computed with ωB97M-V/def2-TZVPD.

Computed properties:
**Orbital gap**: 4.255 eV
**LUMO energy**: -5.15 eV
**HOMO level**: -0.34577 Ha
**E**: -82689.133 eV
**Total charge**: +1

```
118
Properties=species:S:1:pos:R:3:mulliken_charge:R:1
O 12.200 15.159 61.339 -0.481
O 12.727 16.339 59.537 -0.310
H 11.233 21.021 54.736 0.299
H 10.534 19.914 56.037 0.305
O 20.877 15.083 59.570 -0.543
C 16.243 15.615 58.027 -2.965
H 15.678 12.483 55.051 0.473
H 17.337 20.595 54.432 0.406
C 18.955 17.858 53.561 -0.797
H 16.252 9.261 56.918 0.280
O 19.915 15.225 57.652 -0.476
N 12.743 20.180 56.234 0.765
N 17.996 19.801 54.531 0.066
H 10.685 16.235 53.173 0.225
H 16.812 18.733 53.029 0.622
O 16.414 10.119 59.998 -0.566
C 10.679 14.922 54.792 -0.859
H 22.774 17.754 59.983 -0.158
C 16.121 15.234 60.470 -0.769
N 21.560 20.816 57.641 -0.083
C 11.610 16.469 56.320 -0.253
O 16.652 21.962 55.654 -0.675
H 15.354 16.412 62.794 0.535
H 17.912 17.496 56.735 0.260
H 22.222 14.165 56.842 0.294
O 14.131 12.491 58.951 -0.297
H 19.945 19.169 60.013 0.934
O 17.312 11.341 58.507 -0.525
H 13.129 13.180 55.565 0.291
C 16.759 14.775 59.191 -0.314
H 14.095 17.599 57.543 -0.032
H 15.024 22.354 57.928 0.345
H 16.329 22.851 58.656 0.459
O 17.832 23.283 56.708 -0.561
C 19.797 21.269 59.157 -0.809
C 15.028 15.855 54.216 -1.045
H 24.139 17.417 60.860 0.353
O 12.858 19.862 57.454 -0.450
H 18.950 21.773 59.622 0.483
H 21.017 18.073 54.835 0.341
H 18.674 16.378 60.815 0.249
H 16.519 14.600 61.297 0.514
O 13.429 19.712 55.413 -0.384
H 10.934 14.337 56.958 0.401
H 13.011 15.624 54.751 0.863
C 22.224 15.077 57.638 -0.843
N 13.907 15.169 54.677 -0.076
N 12.971 12.458 59.299 0.819
H 9.969 16.956 60.339 0.294
C 11.343 20.691 55.850 -0.833
N 20.882 15.141 58.343 1.009
H 20.768 22.730 57.366 0.256
H 14.513 16.903 61.738 0.268
H 17.456 18.811 57.711 0.543
H 21.846 18.650 58.135 0.630
C 20.724 21.774 58.111 -0.396
H 18.744 17.542 58.474 -0.542
H 9.898 15.372 60.683 0.407
C 17.904 16.961 61.281 -1.462
O 15.969 18.750 59.883 -0.474
H 16.495 15.280 57.181 1.981
H 15.036 14.956 60.320 -0.196
H 22.404 15.999 57.050 0.241
H 18.192 18.063 61.325 0.225
H 23.431 18.878 61.408 0.292
C 16.102 22.237 57.869 -0.890
C 15.142 17.825 57.440 0.040
H 12.071 16.872 57.013 0.910
N 16.040 17.509 59.722 1.465
O 11.989 12.796 58.695 -0.544
C 21.347 19.520 58.270 -1.113
C 12.755 12.022 60.649 -1.145
O 22.732 16.512 62.825 -0.523
H 15.145 17.568 56.320 -0.455
C 23.261 17.936 60.946 -0.259
H 10.386 15.708 58.942 0.185
H 17.026 14.854 54.185 0.648
H 15.441 19.007 57.169 -0.611
H 15.200 10.924 57.055 0.046
C 17.702 18.766 53.574 -0.604
H 14.797 9.497 58.236 0.263
H 11.514 18.193 54.866 0.294
H 18.602 17.008 53.061 0.473
C 13.984 13.871 55.182 0.012
C 10.973 15.088 56.180 -0.373
N 16.522 10.541 58.889 0.977
N 16.876 22.523 56.626 1.079
H 11.212 21.622 56.364 0.349
H 16.434 13.525 58.957 -0.730
H 23.010 14.879 58.491 0.310
O 21.134 17.600 61.747 -0.459
C 16.281 17.203 58.255 2.353
H 22.324 20.867 56.898 0.280
H 17.840 16.815 62.497 0.430
H 15.984 21.187 58.231 0.159
H 15.077 16.902 54.111 0.830
C 16.043 14.734 54.448 -0.834
C 11.367 17.125 54.894 -0.840
C 17.711 17.772 57.767 -0.610
C 19.233 19.627 55.171 -0.315
C 15.498 17.139 62.079 -1.519
H 13.474 12.428 61.172 0.430
H 10.243 14.030 54.345 0.365
C 10.390 15.957 60.021 -0.815
H 11.815 12.202 61.049 0.355
C 16.465 16.633 60.782 1.311
N 10.788 16.230 54.139 -0.002
N 11.905 15.897 60.374 0.654
H 17.785 14.935 59.162 0.581
C 15.752 10.017 57.670 -0.500
C 15.383 13.515 54.951 -0.940
H 12.792 10.999 60.542 0.383
H 15.208 15.302 58.007 0.485
C 20.266 19.842 59.343 -0.214
H 15.857 18.141 62.448 0.383
H 19.598 20.201 56.080 0.523
N 22.373 17.231 61.925 0.780
C 19.975 18.393 54.528 -0.611
```

***

No. 2
A structure of composition C36H45FN2S5Ti, computed with ωB97M-V/def2-TZVPD.

Computed properties:
**Orbital gap (alpha / beta)**: 6.944 / 7.341 eV
**2S+1**: 2
**LUMO energy (alpha / beta)**: -2.92 / -2.88 eV
**HOMO level (alpha / beta)**: -0.36248 / -0.37555 Ha
**E**: -121049.798 eV
**Total charge**: +1

```
90
Properties=species:S:1:pos:R:3:mulliken_spin:R:1
H -3.529 2.775 -1.898 0.000
C 0.368 -0.574 3.558 -0.012
C -0.160 3.499 0.603 0.004
C 3.446 -4.559 2.653 -0.002
C 0.186 1.098 5.274 0.004
C -3.133 2.216 -2.748 0.000
C 3.121 1.414 -2.393 0.011
S -0.616 1.936 1.425 0.023
H 3.855 2.065 -1.933 0.000
H -2.393 -1.041 5.509 0.000
H -4.131 0.966 2.067 0.001
H -5.369 0.229 -1.579 0.000
H -5.022 -0.680 0.697 0.000
C 2.186 -2.985 1.437 0.017
C 3.140 -3.849 3.806 0.001
H 3.733 1.882 -4.408 0.000
H -1.028 -2.534 0.039 -0.029
H 3.528 -4.183 4.761 0.000
H -0.954 -3.573 5.387 0.000
C 1.266 -0.279 -3.566 0.001
H -4.180 -1.681 -0.479 0.000
H -4.483 1.376 -0.569 0.000
C -4.424 0.405 -1.064 -0.001
S -0.423 2.522 -1.949 0.002
C -1.488 -0.588 5.119 0.000
H 2.591 1.416 5.093 0.000
H -3.307 -3.382 3.010 0.000
H -1.402 2.270 -4.060 0.000
C -0.809 3.804 -0.740 0.001
H 2.040 2.443 2.291 0.002
H -0.418 4.756 -1.100 0.000
C 2.301 1.199 4.064 0.003
C -0.429 -1.950 -3.278 -0.004
H 2.086 0.370 -5.455 0.000
C 2.139 0.476 -4.376 0.010
N 0.986 -1.147 2.372 -0.036
H 3.162 -4.631 0.502 0.000
H -1.550 1.033 6.525 0.000
H 0.599 1.963 5.784 0.000
N 0.454 -0.861 -1.340 0.029
C -2.410 2.144 1.488 -0.001
C -1.397 -2.512 3.545 -0.001
C 1.831 -2.256 2.551 -0.003
H -2.666 0.634 3.000 0.000
H -1.889 3.901 -0.638 0.000
H -2.613 2.982 2.158 0.000
C -2.927 -2.607 3.680 0.001
H -1.365 -4.625 4.024 0.000
C 2.192 2.563 3.362 -0.005
S -2.676 -0.561 0.956 0.011
C 2.341 -2.717 3.761 -0.002
H -0.793 -3.740 -1.204 0.005
C -1.134 -2.721 -1.021 0.028
C -3.047 0.867 2.006 0.007
H -3.203 -2.897 4.698 0.000
C 3.456 0.382 3.488 0.003
C 1.311 -0.147 -2.163 0.017
H 3.670 -0.495 4.096 0.000
F 1.675 -2.504 0.256 0.007
H -1.835 3.825 -3.367 0.000
C -0.822 -3.719 4.310 0.000
H -0.424 4.281 1.316 0.001
C 2.269 0.710 -1.577 0.012
C -4.203 -0.689 -0.024 0.006
S 2.339 0.879 0.168 -0.006
H 4.059 -5.450 2.701 0.000
S -3.081 0.458 -2.276 0.001
C -0.338 -1.781 -1.886 -0.009
H -2.193 -2.671 -1.280 0.000
C -1.758 2.759 -3.152 0.000
H -3.439 -1.677 3.441 0.000
H 0.926 3.457 0.522 -0.001
H 4.353 1.006 3.492 0.000
C -0.825 -1.186 4.055 -0.008
H -3.826 2.331 -3.580 0.000
H -1.112 -2.693 -3.672 0.000
H -2.765 2.377 0.485 -0.002
H 3.120 3.125 3.503 0.000
C 2.951 -4.119 1.432 0.001
H 3.288 0.062 2.467 -0.002
C 0.340 -1.195 -4.106 0.000
C 0.927 0.530 4.234 -0.010
C -1.011 0.572 5.706 -0.001
H 0.231 -3.887 4.114 0.000
H -1.133 -2.624 2.496 0.005
C 3.051 1.308 -3.794 -0.003
H 1.369 3.157 3.768 0.000
Ti 0.461 -0.445 0.688 0.925
H 0.270 -1.306 -5.183 0.000
H 2.094 -2.188 4.672 0.001
```

***

No. 3
A structure of composition C18H62BaF3O16, computed with ωB97M-V/def2-TZVPD.

Computed properties:
**Orbital gap**: 7.605 eV
**LUMO energy**: -3.92 eV
**HOMO level**: -0.42350 Ha
**E**: -61267.202 eV
**Total charge**: +1

```
100
Properties=species:S:1:pos:R:3:mulliken_charge:R:1
C -3.369 -1.501 -4.609 0.042
H 0.767 0.310 -3.269 -0.217
O -3.681 3.043 0.897 -0.541
H 0.635 2.422 4.828 0.351
H -5.560 -3.945 1.364 0.274
H 0.579 1.981 2.997 -0.030
C 0.579 -0.629 1.698 -0.669
H 0.702 -2.154 4.445 -0.037
H 2.115 4.292 1.446 0.223
C 5.635 0.756 1.163 -0.574
O -3.755 -1.331 -5.952 -0.551
H 0.375 -1.690 1.543 0.476
H 5.220 -0.219 1.453 0.356
C -4.445 2.249 1.811 -0.604
F -0.340 -1.401 -1.460 0.044
H 4.156 -2.798 -0.721 0.304
H -4.159 -1.989 -4.032 0.223
F -2.541 -1.333 -1.366 -0.082
H 2.228 0.719 1.942 -0.184
C -4.524 -4.245 1.559 -0.359
H 3.561 2.504 -1.457 0.279
O -0.186 2.129 -3.450 -0.441
C 3.393 1.564 -1.985 -0.871
H 3.764 4.571 3.795 0.247
H -2.480 -2.140 -4.561 0.116
C 3.947 4.135 0.807 -0.759
H 4.323 0.994 -1.976 0.223
C 0.058 2.230 3.925 -0.360
H 0.134 -3.591 -4.163 0.420
F -1.509 -2.295 0.209 -0.315
H -0.467 3.783 2.933 0.284
H 3.684 3.733 5.335 0.299
H 2.463 -0.086 -1.336 -0.289
H 1.803 -2.737 6.110 0.316
O -0.861 3.290 3.652 -0.499
C -4.437 1.786 -2.489 -0.355
O 1.649 -3.552 5.631 -0.528
H 4.847 -1.138 -0.860 0.141
H 0.834 -2.219 -3.390 -0.056
H 5.980 1.095 2.147 0.462
O -6.692 -2.044 -0.253 -0.542
H 3.343 2.387 2.883 0.193
H -4.784 -1.528 -0.411 0.216
H -4.626 2.811 2.726 0.281
H -4.959 1.391 -3.366 0.375
H 2.580 -0.781 2.623 0.576
H -0.882 0.142 -3.437 -0.213
H 0.108 -0.372 2.653 -0.168
H 7.423 0.096 0.616 0.324
H 5.107 -2.476 -2.066 0.332
H -5.903 -0.103 -0.668 0.220
H -0.028 0.562 -4.881 0.554
H 2.640 -0.670 0.894 -0.047
H 2.222 3.868 4.457 0.145
H -5.069 2.584 -2.085 0.352
C 0.860 -3.239 4.496 -0.235
C 3.296 3.733 4.315 -0.548
H 3.918 5.032 0.185 0.410
H 4.451 4.405 1.736 0.159
H 4.621 3.423 0.336 0.256
O -3.130 2.247 -2.738 -0.561
C -1.391 -1.250 -0.651 0.264
O 3.696 2.482 3.775 -0.426
C 1.078 -3.038 -4.063 -0.527
H -3.186 2.373 0.398 0.332
H -3.117 -0.566 -4.117 -0.122
H -1.893 -0.055 1.093 0.187
H 2.808 -2.366 -2.455 0.275
H -4.555 -6.130 1.160 0.298
H 2.041 -4.676 -3.831 0.344
H 1.335 -2.792 -5.097 0.314
C -1.263 0.042 0.196 -0.778
H -0.518 1.325 4.142 0.274
H -0.136 -3.675 4.416 0.299
Ba 0.528 2.962 -0.771 1.755
O 6.708 0.629 0.266 -0.539
O 0.066 0.199 0.657 0.849
H 4.795 1.368 0.852 -0.110
C 4.402 -1.969 -1.398 -0.558
O 2.622 3.614 0.986 -0.230
H -5.441 2.103 1.372 0.277
H -3.999 1.267 1.973 0.199
H -4.153 -2.100 -6.359 0.307
O 3.221 -1.569 -2.085 -0.520
H -5.690 -1.220 -1.934 0.191
H 3.043 1.620 -3.019 0.216
H -2.552 1.836 -2.083 0.412
H -3.951 -4.088 0.643 0.090
C -5.721 -1.163 -0.839 -0.432
O -4.521 -5.610 1.966 -0.540
H 1.426 -3.492 3.595 0.214
H -4.458 0.973 -1.756 -0.218
H -0.830 2.559 -4.029 0.234
C 2.066 -0.349 1.759 -0.245
O 2.366 0.885 -1.262 0.798
O 2.112 -3.802 -3.434 -0.616
H -6.669 -2.810 -0.834 0.327
H -4.184 -3.563 2.335 0.252
C -0.061 0.770 -3.812 0.091
O -1.640 1.217 -0.389 -0.773
```